1.
Density functional theory data (the ωB97M-V functional and the def2-TZVPD basis) for a structure of composition C5H17N3.

Kohn-Sham gap in eV: 8.209
Multiplicity: 1
LUMO level in eV: 0.8
HOMO energy in eV: -7.37
Total charge: 0

Positions of all 25 atoms, in Å:
C  1.19871  1.12362  0.85866
C  1.09434  -0.89069  0.78834
C  1.65279  1.49726  -0.53422
C  1.41529  -1.74544  -0.43772
N  0.04502  1.74658  1.25206
H  2.01164  1.15516  1.58601
H  -0.90370  1.18412  0.62549
H  -0.10491  1.62000  2.24863
H  0.27696  -1.33444  1.36780
H  1.93689  -0.96247  1.48043
H  1.92352  2.55692  -0.54140
H  2.52415  0.91782  -0.83327
H  0.86065  1.34864  -1.26804
H  0.56391  -1.83147  -1.11873
H  2.23768  -1.32377  -1.02187
H  1.71717  -2.76720  -0.18308
C  -1.93739  -0.06094  -1.44532
N  -1.54544  0.13239  -0.05236
N  -2.43179  -0.40110  0.92440
H  -0.56058  -0.29573  0.10474
H  -2.57084  -1.39663  0.76162
H  -3.32734  0.07226  0.85207
H  -1.98893  -1.13065  -1.68304
H  -1.17932  0.38490  -2.08783
H  -2.90845  0.40084  -1.64336

Forces on the atoms, in the same order (eV/Å):
0.3 -2.5 -0.9
1.2 1.2 0.8
0.2 0.1 0.3
-0.1 0.4 -0.3
-2.6 -0.8 -0.5
-0.1 0.1 -0.1
2.1 2.1 1.3
-0.1 0.1 -0.1
-0.3 0.3 0.0
0.1 -0.2 0.0
0.0 0.0 -0.1
0.0 0.0 -0.1
-0.1 0.0 0.0
0.0 0.0 -0.1
0.0 0.0 0.0
-0.1 0.1 0.1
0.0 -0.2 0.1
1.2 -0.9 -0.1
0.2 -0.3 -0.1
-1.9 0.4 -0.2
-0.2 0.1 0.0
0.2 0.0 0.0
-0.1 0.0 -0.1
0.0 0.1 0.0
0.1 0.0 0.0

***

2.
Density functional theory data (the ωB97M-V functional and the def2-TZVPD basis) for a structure of composition C2H6OSn.

Kohn-Sham gap in eV: 2.834
Multiplicity: 1
LUMO level in eV: -13.5
HOMO energy in eV: -16.38
Total charge: +2

Positions of all 10 atoms, in Å:
Sn  0.11279  4.30108  3.97878
C  0.19861  -1.00462  -1.24865
C  -0.46469  -0.24599  -0.08079
O  0.39776  0.74728  0.44886
H  0.43468  -0.25351  -2.00244
H  -0.49443  -1.72981  -1.67515
H  1.05386  -1.56044  -0.86434
H  -0.79092  -0.95526  0.67988
H  -1.33577  0.30813  -0.43044
H  0.88815  0.39311  1.19432

Forces on the atoms, in the same order (eV/Å):
0.0 -0.1 -0.2
-0.1 0.3 0.2
-0.6 -0.2 -0.1
0.0 0.4 0.3
0.4 -0.3 0.0
-0.2 0.1 0.1
0.2 0.2 -0.3
0.1 0.0 0.2
0.0 -0.1 -0.2
0.3 -0.4 0.0

***

3.
Density functional theory data (the ωB97M-V functional and the def2-TZVPD basis) for a cluster of 7 separate species, C22H36F3NO17S3 in total.

Kohn-Sham gap in eV: 9.815
Multiplicity: 1
LUMO level in eV: -0.4
HOMO energy in eV: -10.22
SMILES: O=C1OC[C@@H](F)O1.O=C1OC[C@@H](F)O1.O=C1OC[C@@H](F)O1.C[N+](=O)[O-].O=S1(=O)CCCC1.O=S1(=O)CCCC1.O=S1(=O)CCCC1
Total charge: 0

Positions of all 82 atoms, in Å:
O  5.57460  0.78826  -0.52454
C  4.88261  1.44937  0.17009
O  4.90462  1.43851  1.52221
C  3.67942  2.02126  1.97358
C  3.30254  2.91924  0.81536
F  3.85111  4.18075  0.98062
O  3.93713  2.32648  -0.27710
H  2.94142  1.24463  2.15908
H  3.86676  2.60146  2.87339
H  2.23827  3.04381  0.65424
O  2.55912  -4.38795  1.99155
C  1.81158  -4.52501  2.89008
O  1.28750  -5.66700  3.36699
C  0.17254  -5.34233  4.18766
C  0.49511  -3.92776  4.64886
F  1.21032  -3.92660  5.80995
O  1.31425  -3.45818  3.61367
H  -0.75620  -5.33007  3.60750
H  0.05882  -6.08274  4.97255
H  -0.35046  -3.25216  4.73599
O  -6.36927  -2.65250  -1.00260
C  -5.26182  -2.24050  -0.97408
O  -4.20074  -2.87949  -0.43845
C  -3.06976  -1.98798  -0.43046
C  -3.48384  -0.90122  -1.40195
F  -2.97491  -1.15234  -2.64831
O  -4.87529  -1.02845  -1.46758
H  -2.92847  -1.63327  0.58915
H  -2.20696  -2.54342  -0.78196
H  -3.18939  0.09829  -1.10439
C  2.55523  -5.44230  -3.84375
N  1.50086  -6.08149  -3.01494
O  0.39290  -6.17117  -3.49949
O  1.81103  -6.42802  -1.89593
H  3.50613  -5.58250  -3.34334
H  2.30366  -4.38708  -3.83700
H  2.56140  -5.88137  -4.83307
O  -2.47945  4.30917  0.64792
S  -1.97603  3.66110  1.83079
O  -0.64808  3.97614  2.29781
C  -3.23860  3.85501  3.11799
C  -3.38557  2.50998  3.77373
C  -3.16341  1.40642  2.70205
C  -2.11513  1.87373  1.69158
H  -4.10446  4.12432  2.50723
H  -2.98517  4.73206  3.70784
H  -2.63564  2.39262  4.55919
H  -4.35461  2.32562  4.23394
H  -4.09164  1.15821  2.19251
H  -2.79467  0.52066  3.21934
H  -2.44891  1.70225  0.66635
H  -1.11740  1.44349  1.72823
O  0.85905  1.98739  -3.63910
S  0.81659  3.42718  -3.70987
O  1.53256  4.13676  -4.73948
C  -0.89144  3.99695  -3.68043
C  -0.87499  5.07328  -2.62530
C  -0.05330  4.53929  -1.47104
C  1.27715  4.09371  -2.10637
H  -1.49101  3.15269  -3.33841
H  -1.15617  4.29503  -4.69012
H  -0.44106  6.00551  -3.00521
H  -1.87866  5.39450  -2.33486
H  -0.49098  3.63554  -1.04182
H  0.11150  5.25972  -0.67570
H  1.78841  3.28435  -1.58971
H  1.94810  4.93998  -2.23893
O  -0.79411  -0.04868  -0.72986
S  0.62216  -0.22179  -0.48781
O  1.30548  0.85788  0.18416
C  0.86563  -1.79880  0.32753
C  1.01551  -2.78867  -0.80821
C  1.94879  -2.12543  -1.79279
C  1.42222  -0.70445  -2.04018
H  0.04609  -1.95474  1.02759
H  1.77935  -1.70810  0.92033
H  1.32946  -3.75546  -0.41073
H  0.04177  -3.00389  -1.26159
H  2.10574  -2.59114  -2.76287
H  2.95875  -2.01795  -1.38317
H  0.63709  -0.65696  -2.79227
H  2.14725  0.08637  -2.22390

Forces on the atoms, in the same order (eV/Å):
0.1 0.0 -0.2
0.1 0.0 0.3
-0.3 -0.2 -0.2
0.2 0.4 0.3
0.1 0.4 0.2
-0.1 -0.2 0.0
-0.2 -0.2 -0.1
-0.1 0.0 -0.1
0.0 0.0 0.0
0.0 -0.1 -0.2
0.4 -0.2 -0.4
-0.4 0.5 0.6
0.0 -0.1 -0.4
-0.4 0.1 0.2
0.2 -0.2 -0.3
-0.1 0.0 0.1
0.0 -0.1 -0.1
0.2 -0.1 -0.2
0.3 0.1 0.2
-0.1 0.0 0.2
-0.1 0.0 0.0
0.1 -0.1 0.0
0.1 0.2 0.0
-0.3 -0.6 0.0
0.1 -0.1 0.0
0.1 0.0 0.0
0.0 0.2 0.1
0.1 0.2 -0.1
0.1 0.1 0.0
-0.1 0.1 -0.1
0.3 0.1 0.3
0.0 -0.1 0.0
0.0 0.0 0.0
-0.1 -0.1 0.1
0.0 -0.1 0.0
0.0 0.0 -0.4
-0.2 0.1 -0.1
0.1 0.1 -0.2
0.0 -0.2 0.4
-0.1 0.1 0.1
-0.2 0.5 -1.0
0.3 -0.6 0.2
0.6 0.1 0.4
-0.4 0.1 -1.0
-0.1 -0.1 0.2
0.1 -0.2 0.3
0.0 0.0 0.0
-0.1 0.4 0.1
-0.1 0.1 0.0
-0.2 -0.1 -0.1
0.0 0.0 0.0
0.0 0.1 0.5
0.0 -0.3 -0.1
0.1 0.5 0.2
0.0 -0.2 -0.1
0.2 -0.4 0.0
-0.7 1.1 0.1
0.8 -0.7 0.0
-0.1 0.1 0.2
0.0 0.0 -0.2
-0.1 0.1 0.0
0.3 -0.2 -0.1
0.0 -0.4 0.1
-0.4 0.2 0.1
-0.1 0.0 0.1
0.0 0.1 0.1
0.1 -0.1 -0.2
-0.3 0.0 0.1
-0.2 -0.4 -0.6
0.2 -0.1 0.2
0.2 0.5 0.6
-0.6 -0.8 0.2
1.0 1.0 -0.5
-0.3 0.4 0.5
-0.1 -0.1 -0.2
0.1 -0.1 -0.1
0.4 0.1 -0.1
0.0 0.3 -0.1
-0.4 -0.3 0.1
-0.1 -0.2 0.2
0.0 0.0 0.0
0.2 -0.2 -0.2

***

4.
Density functional theory data (the ωB97M-V functional and the def2-TZVPD basis) for a cluster of 2 separate species, C3H2ClIO in total.

Kohn-Sham gap (alpha / beta) in eV: 7.683 / 7.827
Multiplicity: 1
LUMO level (alpha / beta) in eV: -1.4 / -1.1
HOMO energy (alpha / beta) in eV: -9.07 / -8.89
Total charge: 0

Positions of all 8 atoms, in Å:
C  0.57668  0.46663  -0.50466
C  1.38985  -0.17244  0.22260
C  -2.02410  -0.30162  0.08688
O  -2.21578  -1.44460  0.28184
Cl  -3.02980  1.03111  0.15549
I  3.58952  0.13947  0.05477
H  0.49716  1.19181  -1.27585
H  1.21647  -0.91037  0.97893

Forces on the atoms, in the same order (eV/Å):
-1.2 0.0 -0.1
1.2 -0.3 0.4
1.9 -2.0 -0.1
0.0 1.1 -0.1
-1.0 1.1 0.1
-0.7 0.0 0.0
-0.1 0.3 -0.3
-0.1 -0.2 0.2

***

The records above yield energy values of -9927.320, -10026.505, -100350.860, -25809.313 eV, respectively.
The records above yield ΔE to the lowest compared entry with this formula, charge and spin values of 332.23, 279.31, 0.00, 359.63 kJ/mol, respectively.
The records above yield max |F| values of 3.28, 0.64, 1.48, 2.74 eV/A, respectively.